1.
180
Properties=species:S:1:pos:R:3 method="wB97M-V/def2-TZVPD" homo_ev=-10.80 e_tot_ha=-3400.94393 charge=+4 orbital_gap_ev=1.257 mol_weight_da=1005.76
Mg 0.26 3.83 6.58
C 1.83 2.31 0.29
C 0.49 1.70 0.82
C 0.25 0.26 0.32
O 0.24 1.91 2.21
H 2.01 2.09 -0.77
H 2.72 2.03 0.86
H 1.80 3.39 0.41
H -0.30 2.26 0.33
H 0.92 -0.47 0.79
H 0.22 0.41 -0.76
H -0.69 -0.20 0.61
C -3.84 6.28 -2.59
C -5.06 5.77 -1.80
C -5.29 6.70 -0.61
N -6.60 6.28 0.15
C -6.75 4.70 0.37
C -7.93 4.33 1.37
C -7.79 5.02 2.67
C -7.67 6.58 2.50
C -6.57 6.98 1.52
C -7.87 6.68 -0.63
H -3.85 5.73 -3.53
H -2.90 5.94 -2.15
H -3.80 7.37 -2.67
H -4.92 4.75 -1.46
H -5.98 5.90 -2.38
H -5.36 7.73 -0.95
H -4.51 6.62 0.15
H -5.81 4.32 0.76
H -6.94 4.17 -0.56
H -7.91 3.25 1.57
H -8.90 4.53 0.93
H -6.84 4.73 3.11
H -8.45 4.89 3.53
H -7.44 7.02 3.47
H -8.64 7.05 2.35
H -5.69 6.63 2.07
H -6.49 8.06 1.37
H -8.80 6.58 -0.07
H -7.98 6.06 -1.51
H -7.86 7.73 -0.92
C 11.70 -3.17 -1.27
C 10.93 -2.64 -0.14
C 9.54 -3.29 0.15
N 8.79 -2.70 1.40
C 7.44 -3.50 1.59
C 6.59 -3.23 2.87
C 7.42 -3.57 4.08
C 8.71 -2.71 4.06
C 9.57 -2.94 2.80
C 8.56 -1.22 1.26
H 12.66 -2.66 -1.39
H 11.17 -3.17 -2.22
H 11.92 -4.24 -1.23
H 10.80 -1.61 -0.48
H 11.59 -2.48 0.72
H 9.64 -4.31 0.52
H 8.88 -3.38 -0.71
H 7.70 -4.56 1.65
H 6.91 -3.24 0.67
H 5.64 -3.75 2.76
H 6.28 -2.18 2.87
H 7.66 -4.63 4.05
H 6.76 -3.46 4.94
H 9.32 -2.91 4.95
H 8.51 -1.64 4.10
H 9.79 -4.00 2.76
H 10.56 -2.47 2.85
H 9.51 -0.69 1.35
H 8.03 -0.87 2.15
H 8.00 -1.12 0.33
C 7.08 -7.92 -6.65
C 5.58 -8.23 -6.55
C 4.92 -7.58 -5.29
N 3.44 -8.11 -5.02
C 3.44 -9.64 -4.81
C 2.09 -10.17 -4.41
C 1.39 -9.53 -3.23
C 1.51 -7.97 -3.34
C 2.84 -7.46 -3.73
C 2.57 -7.56 -6.21
H 7.55 -7.91 -5.67
H 7.25 -6.95 -7.12
H 7.62 -8.62 -7.29
H 5.55 -9.32 -6.50
H 5.17 -8.05 -7.55
H 4.83 -6.50 -5.44
H 5.37 -7.82 -4.32
H 4.17 -9.86 -4.03
H 3.79 -10.06 -5.76
H 2.06 -11.24 -4.21
H 1.38 -10.00 -5.22
H 1.90 -9.75 -2.29
H 0.42 -10.02 -3.14
H 1.23 -7.49 -2.41
H 0.84 -7.68 -4.15
H 3.44 -7.87 -2.91
H 2.82 -6.37 -3.71
H 2.65 -6.50 -5.98
H 1.57 -7.99 -6.16
H 3.03 -7.82 -7.16
C -8.67 -4.94 -3.52
N -9.37 -3.95 -2.63
C -8.31 -3.54 -1.68
C -9.74 -2.75 -3.51
C -10.71 -4.45 -2.01
C -10.48 -5.47 -0.87
O -10.07 -6.69 -1.36
H -7.87 -4.39 -4.01
H -9.40 -5.41 -4.19
H -8.20 -5.69 -2.89
H -7.53 -3.09 -2.29
H -7.89 -4.40 -1.15
H -8.84 -2.86 -1.00
H -9.81 -1.85 -2.89
H -10.67 -3.00 -4.02
H -9.00 -2.56 -4.29
H -11.51 -4.73 -2.69
H -11.08 -3.53 -1.57
H -11.45 -5.68 -0.42
H -9.88 -5.12 -0.03
H -9.40 -7.05 -0.78
C 2.01 11.12 0.04
N 1.92 12.60 0.54
C 1.11 12.74 1.86
C 3.39 12.91 0.86
C 1.32 13.44 -0.63
C 1.82 14.96 -0.63
O 1.90 15.53 0.66
H 2.80 11.01 -0.70
H 1.01 10.96 -0.36
H 2.22 10.55 0.95
H 0.05 12.67 1.65
H 1.40 13.67 2.35
H 1.38 11.90 2.50
H 4.05 12.98 0.00
H 3.71 12.23 1.65
H 3.47 13.93 1.25
H 0.26 13.21 -0.53
H 1.62 13.04 -1.60
H 1.13 15.50 -1.27
H 2.76 15.01 -1.17
H 1.09 15.76 1.13
C -4.98 -4.43 7.37
N -4.05 -3.19 7.23
C -2.81 -3.61 6.31
C -4.80 -2.03 6.55
C -3.49 -2.66 8.65
C -2.47 -3.51 9.32
O -2.98 -4.83 9.61
H -4.40 -5.36 7.39
H -5.57 -4.56 6.46
H -5.64 -4.24 8.22
H -3.19 -3.96 5.35
H -2.16 -4.34 6.80
H -2.28 -2.65 6.29
H -5.47 -1.76 7.37
H -5.36 -2.48 5.73
H -4.23 -1.15 6.27
H -4.27 -2.30 9.32
H -3.04 -1.70 8.40
H -2.08 -3.08 10.24
H -1.61 -3.71 8.69
H -2.32 -5.47 9.35
O 4.80 1.49 -6.42
C 5.28 0.29 -6.20
O 4.67 -0.47 -5.43
O 6.33 -0.07 -6.78
H 4.04 1.31 -5.87
O 6.79 4.46 5.32
C 5.82 5.30 5.03
O 4.63 5.24 5.48
O 6.12 6.17 4.21
H 7.35 5.06 4.82
O -1.84 0.41 -5.83
C -2.74 -0.36 -6.36
O -2.55 -1.58 -6.19
O -3.78 0.12 -6.80
H -1.64 -0.50 -5.59

2.
91
Properties=species:S:1:pos:R:3 method="wB97M-V/def2-TZVPD" smiles=C1CCOC1.C1CCOC1.C1CCOC1.C1CCOC1.C1CCOC1.C1CCOC1.C1CCOC1 homo_ev=-9.43 e_tot_ha=-1626.97681 orbital_gap_ev=9.909 mol_weight_da=504.75
C 5.23 14.23 -4.49
C 3.84 14.91 -4.55
C 3.83 15.57 -5.98
O 5.11 15.39 -6.51
C 6.05 14.98 -5.55
H 5.26 13.16 -4.68
H 5.63 14.40 -3.49
H 3.77 15.65 -3.76
H 3.06 14.16 -4.49
H 3.56 16.61 -5.80
H 3.10 15.01 -6.56
H 6.60 15.82 -5.09
H 6.83 14.34 -5.95
C 4.75 20.38 1.38
C 4.14 19.17 2.09
C 2.73 19.60 2.51
O 2.76 21.04 2.56
C 3.68 21.48 1.58
H 5.06 20.28 0.35
H 5.62 20.78 1.91
H 4.70 18.99 3.01
H 4.14 18.26 1.50
H 2.47 19.27 3.51
H 1.97 19.29 1.78
H 4.14 22.42 1.86
H 3.10 21.61 0.66
C 0.70 24.10 0.34
C 0.49 25.52 0.82
C 0.82 26.42 -0.38
O 1.08 25.52 -1.48
C 0.56 24.25 -1.19
H 0.08 23.27 0.68
H 1.76 23.87 0.52
H 1.06 25.81 1.71
H -0.54 25.70 1.16
H 1.69 27.07 -0.30
H -0.03 27.05 -0.66
H 1.18 23.48 -1.65
H -0.50 24.19 -1.45
C -0.11 16.27 -5.08
C -1.52 16.72 -5.48
C -2.00 15.46 -6.16
O -0.94 15.08 -6.99
C 0.27 15.44 -6.33
H -0.12 15.76 -4.11
H 0.64 17.07 -4.97
H -1.38 17.52 -6.21
H -2.10 17.09 -4.63
H -2.95 15.63 -6.67
H -2.26 14.70 -5.40
H 0.84 16.00 -7.08
H 0.94 14.65 -5.97
C 7.51 21.85 -7.21
C 6.41 21.32 -6.28
C 7.12 20.27 -5.43
O 8.52 20.41 -5.64
C 8.79 21.54 -6.45
H 7.38 22.92 -7.37
H 7.52 21.35 -8.19
H 5.52 21.00 -6.82
H 6.07 22.20 -5.73
H 6.79 19.26 -5.68
H 6.88 20.47 -4.38
H 9.64 21.37 -7.10
H 9.10 22.38 -5.81
C 3.05 20.08 -1.82
C 2.33 19.03 -2.64
C 2.34 19.73 -4.03
O 3.50 20.54 -4.04
C 4.10 20.66 -2.76
H 3.45 19.61 -0.91
H 2.36 20.84 -1.45
H 1.33 18.81 -2.26
H 2.87 18.09 -2.67
H 1.47 20.40 -4.07
H 2.21 19.08 -4.89
H 4.32 21.68 -2.46
H 5.06 20.12 -2.76
C 4.05 17.71 -8.98
C 4.57 18.93 -8.25
C 3.42 19.28 -7.30
O 2.24 18.68 -7.87
C 2.55 18.02 -9.11
H 4.16 16.80 -8.38
H 4.41 17.61 -10.00
H 4.59 19.76 -8.96
H 5.52 18.71 -7.79
H 3.23 20.35 -7.28
H 3.60 18.78 -6.35
H 2.35 18.70 -9.95
H 1.90 17.15 -9.17

3.
8
Properties=species:S:1:pos:R:3 method="wB97M-V/def2-TZVPD" homo_ev="-5.26 / -10.55" multiplicity=3 e_tot_ha=-463.94548 orbital_gap_ev="5.709 / 6.726" mol_weight_da=59.93
B 0.38 0.01 0.50
C -0.78 0.15 -0.51
S 0.36 -1.44 1.58
H 1.63 0.70 0.64
H -1.11 1.19 -0.17
H -1.60 -0.48 -0.18
H -0.53 0.15 -1.59
H 0.99 -1.04 2.64